17
Properties=species:S:1:pos:R:3:nbo_charge:R:1 method="wB97M-V/def2-TZVPD" molar_mass_g_mol=143.1 charge=+1 largest_force_ev_per_a=4.23 smiles="CC#[N+]N(O)/C(C)=N/N=O" lumo_energy_ev="-4.44 / -4.44" gap_ev="7.6130 / 7.6123"
C 1.9555 2.7846 -0.0559 -0.76
C 1.3996 1.4976 0.0099 0.63
N 0.8742 0.4578 -0.0254 -0.07
N 0.4387 -0.7481 0.0892 0.03
O 1.3157 -1.7130 -0.3591 -0.49
C -0.9655 -1.0158 0.0065 0.39
C -1.3505 -2.4493 0.0502 -0.68
N -1.7463 -0.0273 -0.1610 -0.23
N -2.4972 0.8099 0.3250 0.28
O -3.1826 1.6314 -0.1945 -0.31
H 2.0453 3.2371 0.9356 0.30
H 1.3558 3.4299 -0.7048 0.31
H 2.9548 2.7039 -0.4949 0.32
H 1.7546 -2.1484 0.3932 0.50
H -0.9284 -2.9925 -0.7957 0.26
H -2.4316 -2.5389 0.0145 0.27
H -0.9921 -2.9190 0.9671 0.25